No. 1
The following is a DFT calculation (the ωB97M-V functional and the def2-TZVPD basis) of the molecule C5H6O2.

XYZ file:
```
13
Properties=species:S:1:pos:R:3:forces:R:3:mulliken_charge:R:1
C -0.549 2.356 -0.167 0.0 -0.5 0.0 0.160
C -0.378 1.177 0.005 0.0 0.5 -0.1 -0.632
C -0.162 -0.246 0.325 -0.2 0.0 0.2 0.371
C -1.402 -1.103 0.133 -0.1 0.0 0.0 -1.320
O 0.867 -0.863 -0.460 0.1 -0.1 0.1 -0.300
C 2.103 -0.299 -0.389 0.4 -0.1 0.1 0.128
O 3.047 -0.874 0.067 -0.5 0.3 -0.4 -0.456
H -0.715 3.401 -0.318 0.0 -0.2 0.0 0.426
H 0.150 -0.300 1.376 0.0 0.0 -0.1 0.221
H -1.759 -1.031 -0.897 0.0 0.0 0.1 0.329
H -2.193 -0.782 0.815 0.1 0.0 -0.1 0.382
H -1.148 -2.142 0.359 0.0 0.2 -0.1 0.340
H 2.141 0.705 -0.847 0.0 -0.1 0.2 0.350
```
Forces are in eV/Å.

Values from the calculation:
Relative energy (zero: lowest compared OMol25 entry of this formula, charge and spin) (kcal/mol): 53.0
Lowest unoccupied orbital energy (eV): 0.898
SMILES: C#C[C@@H](C)OC=O
Highest occupied orbital energy (eV): -10.519
Kohn-Sham gap (hartree): 0.41958


No. 2
The following is a DFT calculation (the ωB97M-V functional and the def2-TZVPD basis) of C20H36Cl2N2O3PPd as an isolated structure.

XYZ file:
```
65
Properties=species:S:1:pos:R:3:forces:R:3:mulliken_charge:R:1
O -3.562 0.308 2.117 -0.4 -1.2 0.2 -0.551
C -3.546 0.688 0.979 1.6 2.2 -0.7 -0.098
C -4.142 0.115 -0.258 -0.1 -0.1 -0.3 0.535
C -3.626 -0.898 -1.082 -0.4 0.0 0.4 0.735
H -2.563 -1.133 -1.086 -0.1 -0.3 0.4 0.060
C -4.501 -1.531 -1.966 -0.2 0.4 0.0 -0.946
H -4.168 -2.413 -2.519 0.0 0.4 0.0 0.395
C -5.804 -1.040 -2.120 -0.3 -0.2 0.2 -0.236
H -6.513 -1.584 -2.743 0.2 0.1 0.0 0.352
C -6.219 0.133 -1.477 0.2 -0.3 -0.3 -0.662
H -7.222 0.549 -1.611 0.4 -0.2 -0.2 0.345
C -5.339 0.748 -0.600 -0.2 -0.2 0.2 -0.582
H -5.573 1.719 -0.163 -0.2 -0.4 0.2 0.396
H -3.072 1.696 0.810 -0.2 -0.4 -0.2 0.183
C -0.443 2.708 -0.084 0.3 0.5 -0.8 -0.906
C -0.386 1.520 -1.024 -3.9 0.8 0.3 0.735
H -1.279 3.331 -0.456 0.5 0.2 0.3 0.488
H 0.482 3.295 -0.031 0.0 0.0 0.3 0.167
H -0.751 2.366 0.917 0.3 0.1 -0.2 -0.115
C -1.201 1.512 -2.113 -0.1 0.2 0.5 0.136
C -1.115 2.593 -3.130 -0.5 0.8 0.2 -1.419
H -1.981 0.772 -2.266 0.9 -0.8 -0.6 0.103
H -2.067 2.885 -3.585 -0.2 0.0 0.0 0.389
H -0.442 2.339 -3.950 0.1 -0.3 0.0 0.208
H -0.673 3.474 -2.666 0.1 0.3 0.0 0.358
Pd 0.668 -0.074 -0.535 0.4 -0.9 0.3 0.348
Cl -0.144 -1.508 -2.364 -0.2 -0.6 -0.8 -0.592
Cl 2.064 1.544 -1.818 1.3 0.6 -0.5 -0.601
C 3.152 -1.141 -1.609 -0.8 0.3 1.6 0.156
O 2.881 -1.207 -0.379 1.2 -0.5 -1.9 -0.825
N 4.381 -0.928 -2.075 0.5 -0.1 0.0 0.354
C 5.500 -0.837 -1.159 -0.1 0.0 -0.2 -0.968
C 4.655 -0.815 -3.494 -0.2 -0.2 0.2 -0.924
H 2.360 -1.222 -2.372 0.2 -0.1 0.2 0.128
H 5.124 -0.703 -0.144 0.0 0.0 -0.2 0.227
H 6.134 0.004 -1.442 0.0 0.1 0.1 0.333
H 6.102 -1.749 -1.215 0.1 0.0 0.1 0.303
H 3.705 -0.721 -4.034 0.3 0.0 0.1 0.266
H 5.191 -1.710 -3.841 0.0 0.2 -0.1 0.335
H 5.280 0.065 -3.684 -0.2 -0.1 0.0 0.306
H 3.041 2.028 3.747 -0.1 0.1 -0.2 0.289
H 0.986 1.448 5.576 -0.2 0.1 -0.2 0.316
C 2.197 2.570 3.298 -0.1 -0.1 0.1 -0.968
C 0.324 1.887 4.809 0.1 0.1 -0.1 -0.905
N 0.953 1.835 3.500 -0.2 0.3 0.9 0.271
H 2.379 2.717 2.230 -0.1 -0.1 0.2 0.257
C 0.534 0.957 2.588 1.9 -0.3 -2.6 0.029
O 1.227 0.762 1.556 -1.4 0.6 2.5 -0.569
H -0.618 1.321 4.764 0.3 0.2 0.1 0.287
H -0.428 0.452 2.809 0.3 0.2 -0.2 -0.035
H 2.104 3.536 3.802 0.0 -0.1 -0.1 0.361
H 0.117 2.930 5.087 0.0 -0.3 0.0 0.301
C 0.698 -3.603 -0.085 -0.2 0.2 0.2 -1.313
P 0.494 -1.987 0.766 -0.2 -0.6 0.0 1.345
C -1.057 -2.265 1.687 -0.1 -0.6 0.3 -1.137
C 1.715 -2.219 2.115 0.0 0.0 0.2 -1.305
H -0.087 -3.699 -0.840 0.2 -0.1 0.1 0.364
H 0.652 -4.402 0.663 0.0 -0.1 -0.1 0.415
H 1.671 -3.607 -0.584 -0.2 0.0 0.1 0.294
H -0.967 -3.222 2.229 -0.3 0.2 -0.1 0.404
H -1.241 -1.468 2.421 0.0 -0.2 -0.3 0.242
H -1.904 -2.318 0.991 0.2 0.1 0.2 0.155
H 1.310 -2.953 2.823 0.2 0.0 0.0 0.413
H 2.654 -2.579 1.684 -0.2 0.1 0.1 0.326
H 1.900 -1.274 2.632 0.1 -0.2 -0.1 0.244
```
Forces are in eV/Å.

Values from the calculation:
Net charge: -1
Lowest unoccupied orbital energy (spin up / spin down) (eV): 2.521 / 2.512
Highest occupied orbital energy (spin up / spin down) (eV): -2.220 / -2.578
Kohn-Sham gap (spin up / spin down) (hartree): 0.17421 / 0.18704
<S²>: 2.025
Spin multiplicity: 3


No. 3
The following is a DFT calculation (the ωB97M-V functional and the def2-TZVPD basis) of a 5-piece molecular cluster, C2H15NO5 overall.

XYZ file:
```
23
Properties=species:S:1:pos:R:3:forces:R:3:mulliken_charge:R:1
C 0.841 1.959 -0.040 0.6 0.4 -3.8 -0.947
N 0.287 0.624 0.033 -1.1 1.2 1.4 0.043
C 0.009 0.049 1.318 1.8 1.0 -1.7 -0.634
O 1.057 -0.726 1.735 2.0 -1.7 1.3 -0.572
H 0.788 2.585 0.842 0.1 -0.4 0.4 0.373
H 0.232 2.460 -0.831 0.2 0.3 0.7 0.317
H 1.856 2.029 -0.587 -0.9 -0.3 1.5 0.255
H 0.557 -0.056 -0.632 0.5 -0.4 -0.8 0.120
H 0.100 0.822 2.055 -1.5 0.6 0.4 0.444
H -0.834 -0.562 1.177 -1.7 -0.4 0.7 0.354
H 1.105 -1.543 1.243 0.0 -0.4 -0.1 0.284
O -3.245 2.236 0.772 -3.9 0.2 -0.7 -0.643
H -3.566 1.574 0.133 0.5 0.3 0.4 0.356
H -2.356 2.130 0.898 3.5 -0.7 0.2 0.293
O -3.373 -0.132 -1.689 -0.6 -1.8 1.1 -0.656
H -3.253 -0.978 -1.170 -0.4 1.4 -0.9 0.325
H -2.490 0.204 -1.736 1.0 0.5 -0.1 0.313
O 3.458 -1.829 0.317 -0.1 0.6 0.0 -0.629
H 3.130 -0.943 0.627 -0.1 -1.5 -0.6 0.364
H 2.801 -2.315 -0.216 0.2 0.8 0.7 0.280
O 1.131 -1.795 -1.798 -3.4 0.3 1.9 -0.639
H 0.553 -2.125 -2.486 0.9 -0.1 -0.5 0.277
H 2.036 -1.737 -1.909 2.5 -0.1 -1.5 0.323
```
Forces are in eV/Å.

Values from the calculation:
Relative energy (zero: lowest compared OMol25 entry of this formula, charge and spin) (kcal/mol): 49.4
Lowest unoccupied orbital energy (eV): -0.057
SMILES: CNCO.O.O.O.O
Highest occupied orbital energy (eV): -8.773
Kohn-Sham gap (hartree): 0.32029


No. 4
The following is a DFT calculation (the ωB97M-V functional and the def2-TZVPD basis) of C8H17O4PS as an isolated structure.

XYZ file:
```
31
Properties=species:S:1:pos:R:3:forces:R:3:mulliken_charge:R:1
C -2.530 -2.211 0.046 -1.9 1.6 -0.1 -0.716
C -1.815 -0.966 0.751 -2.2 -1.4 -0.8 -0.408
C -1.563 -2.705 -0.944 0.2 -0.3 -2.1 -0.690
C -1.131 -0.267 -0.350 4.8 -1.4 -0.5 -0.651
C 2.284 1.619 -2.266 -1.6 0.0 2.8 -0.901
C 1.173 2.474 2.555 -2.3 0.4 -4.8 -1.116
C 2.377 0.066 -2.296 1.0 1.0 -0.5 -0.248
C 1.409 1.070 2.183 0.2 -4.6 1.7 -0.143
O 1.393 -1.655 1.031 -0.2 -1.7 1.4 -0.732
O -2.375 -0.844 -2.643 0.7 -0.3 -0.1 -0.671
O 2.259 -0.633 -1.027 0.6 0.5 -1.4 -0.334
O 1.479 0.877 0.768 0.6 1.0 -0.2 -0.084
P 1.215 -0.549 0.129 -2.7 1.8 -0.9 0.715
S -1.106 -1.225 -1.934 -1.6 1.0 0.8 0.473
H -2.912 -3.030 0.710 0.2 1.0 -0.5 0.327
H -3.317 -1.734 -0.620 0.1 -0.9 1.2 0.350
H -2.570 -0.216 1.097 0.6 -1.1 0.7 0.284
H -1.139 -1.439 1.443 0.2 0.5 0.9 0.292
H -0.694 -3.042 -0.475 1.8 -0.8 0.7 0.351
H -1.885 -3.454 -1.714 0.0 0.7 0.8 0.435
H -1.224 0.792 -0.301 0.1 0.7 -0.9 0.613
H 1.178 2.004 -2.264 2.0 -0.7 0.5 0.202
H 2.889 2.050 -1.354 -1.3 -0.8 -1.8 0.192
H 2.673 1.998 -3.168 0.8 0.4 -1.1 0.463
H 1.823 3.190 1.939 -1.0 -1.0 1.0 0.222
H 0.052 2.525 2.248 1.8 1.1 0.5 0.213
H 1.236 2.605 3.555 0.4 0.6 3.2 0.455
H 3.380 -0.142 -2.798 -1.1 -0.3 1.3 0.296
H 1.623 -0.373 -2.919 -0.4 0.0 -0.5 0.271
H 0.608 0.287 2.525 0.7 1.9 -0.2 0.238
H 2.273 0.563 2.732 -0.3 1.0 -1.2 0.302
```
Forces are in eV/Å.

Values from the calculation:
Relative energy (zero: lowest compared OMol25 entry of this formula, charge and spin) (kcal/mol): 2.4
Lowest unoccupied orbital energy (eV): 0.534
Highest occupied orbital energy (eV): -8.965
Kohn-Sham gap (hartree): 0.34906